{"formula": "C24H25HfN7O4S2", "method": "ωB97M-V with the def2-TZVPD basis set", "spin_multiplicity": 1, "relative_energy_kcal_mol": 45.0, "orbital_gap_ev": 6.76, "lumo_energy_ev": -1.23, "species": ["H", "H", "H", "S", "H", "C", "H", "C", "S", "C", "H", "C", "H", "C", "H", "C", "C", "N", "C", "C", "H", "O", "H", "C", "H", "C", "H", "H", "H", "Hf", "H", "H", "N", "C", "C", "H", "H", "C", "H", "H", "N", "O", "C", "H", "C", "H", "C", "C", "O", "C", "C", "C", "N", "H", "N", "C", "H", "C", "H", "C", "N", "N", "O"], "coordinates": [[-0.489, 1.116, -3.961], [-1.457, 2.865, 2.838], [4.044, 3.763, -1.544], [2.041, -1.733, -1.193], [-1.688, 1.931, 1.366], [-0.696, 1.622, -2.998], [-2.376, -1.487, 1.464], [4.730, 1.319, 0.658], [0.404, -3.611, 0.373], [-1.640, -0.065, -1.315], [-1.124, -3.119, 3.458], [-0.613, 1.008, 4.366], [-2.414, 0.058, -4.038], [-2.119, 1.956, -3.262], [-3.966, 0.811, -3.530], [-2.486, -1.561, 0.380], [-0.009, -3.271, -2.234], [0.617, -2.480, -4.593], [3.461, 0.830, 0.889], [0.749, -2.915, -1.234], [-0.082, 2.535, -2.859], [2.396, -1.032, 1.961], [0.084, -3.144, 4.770], [-0.568, 0.918, 3.007], [4.332, -0.944, 1.930], [-3.826, -1.104, -0.137], [0.510, -3.143, 3.087], [-0.179, 2.702, 1.753], [-2.543, 2.688, -2.512], [0.447, -1.139, 0.826], [1.574, 2.707, -1.237], [-0.819, 1.918, 4.930], [-0.426, -0.404, 2.576], [-0.507, -0.384, 4.858], [2.488, 2.366, -0.691], [-0.705, -0.731, 5.935], [-3.698, -1.935, -2.113], [4.831, 2.379, -0.156], [5.579, 0.944, 1.179], [-4.035, -0.154, 0.303], [-1.389, -0.810, -0.237], [6.926, 2.729, 0.648], [3.404, -0.430, 1.610], [0.297, 0.485, -1.539], [3.770, 2.892, -0.903], [-2.341, -2.694, 0.268], [-3.875, -0.962, -1.624], [-1.003, 2.111, 2.226], [1.103, 0.730, 0.295], [-2.925, 0.626, -3.262], [0.288, -2.787, -3.558], [-0.185, -2.687, 3.797], [6.189, 2.995, -0.228], [-2.233, 2.525, -4.195], [-0.625, 0.723, -1.864], [-1.174, -4.159, -2.092], [-4.529, -1.861, 0.185], [2.268, 1.268, 0.205], [-4.864, -0.609, -1.904], [-0.348, -1.192, 3.816], [-2.843, -0.031, -1.984], [-2.112, -4.836, -1.881], [6.382, 3.897, -1.074]]}



{"formula": "C19H32Cl14F2O12", "method": "ωB97M-V with the def2-TZVPD basis set", "smiles": "O=C1OC[C@@H](F)O1.O=C1OC[C@@H](F)O1.COC(=O)OC.COC(=O)OC.ClCCl.ClCCl.ClCCl.ClCCl.ClCCl.ClCCl.ClCCl", "spin_multiplicity": 1, "orbital_gap_ev": 10.72, "lumo_energy_ev": -0.06, "species": ["Cl", "Cl", "H", "H", "O", "H", "H", "O", "H", "H", "C", "H", "C", "C", "C", "O", "C", "H", "C", "H", "H", "H", "O", "H", "H", "C", "Cl", "C", "Cl", "C", "H", "C", "H", "O", "H", "Cl", "H", "O", "H", "H", "H", "H", "H", "F", "O", "H", "O", "Cl", "H", "H", "Cl", "H", "Cl", "O", "Cl", "C", "C", "C", "H", "C", "Cl", "Cl", "H", "H", "H", "Cl", "C", "H", "C", "O", "C", "C", "Cl", "C", "F", "O", "Cl", "H", "O"], "coordinates": [[-1.042, -0.298, 8.633], [-4.969, 1.652, 4.493], [4.490, -2.684, -4.602], [5.306, -3.468, -5.984], [1.863, 0.132, 2.157], [-3.090, -5.079, 3.593], [-2.141, 8.407, -1.487], [-5.405, 2.477, -2.556], [-5.469, -0.577, -1.446], [4.343, -6.259, 1.097], [-0.350, -1.666, -11.345], [3.810, 7.443, 5.798], [-2.218, -0.603, 9.968], [-6.180, 1.371, -2.253], [5.391, -6.519, 0.948], [0.106, -0.855, -7.960], [-2.118, -4.633, 3.384], [6.421, -0.426, 4.183], [-1.418, -4.462, -1.339], [-5.984, 3.499, 5.462], [-1.820, -3.967, -2.223], [-1.328, -5.369, 3.530], [-4.032, 0.971, -1.762], [-0.720, -0.769, -11.842], [-5.063, -0.150, -3.109], [2.025, 2.198, 1.265], [-3.894, 4.222, 4.639], [3.320, 6.622, 5.276], [2.373, 7.390, 3.902], [-1.644, -4.737, 1.010], [-6.932, 1.167, -3.014], [-4.175, 2.250, -1.987], [-2.470, 0.313, 10.502], [-2.032, -4.103, -0.114], [0.425, -2.098, -11.978], [6.636, -3.379, -4.010], [-1.142, -2.401, -11.197], [-1.275, 0.293, -9.367], [0.237, 1.342, 2.335], [-5.972, 3.741, 3.739], [-1.146, 7.767, -0.116], [7.710, -0.494, 5.464], [4.029, 5.875, 4.919], [3.148, 2.694, 1.786], [0.164, -1.419, -10.034], [-3.062, -1.135, 9.529], [2.154, 1.154, 0.272], [-1.474, -1.658, 11.209], [-1.581, -5.509, -1.593], [-0.371, -4.161, -1.281], [5.536, -0.070, 6.319], [5.642, -6.397, -0.105], [4.222, -5.022, -4.446], [-2.098, -4.003, 2.100], [-0.031, 9.318, -1.668], [-1.384, 8.631, -0.736], [2.169, -0.004, 0.854], [5.081, -3.544, -4.920], [0.423, -0.177, -6.093], [-5.375, 3.363, 4.569], [5.450, -8.223, 1.418], [7.228, 1.706, 4.661], [-1.300, -0.403, -6.499], [-1.888, -3.898, 4.155], [1.449, 3.029, 0.860], [6.568, -5.587, 1.939], [1.323, 1.410, 2.404], [-0.380, 0.916, -7.278], [-5.240, 0.255, -2.112], [-3.423, 3.142, -1.600], [6.826, 0.022, 5.091], [-0.414, -0.561, -9.145], [-1.941, 9.835, 0.401], [-0.326, -0.098, -6.881], [-6.817, 1.538, -1.084], [2.526, -1.107, 0.393], [2.206, 5.862, 6.403], [1.576, 1.774, 3.400], [-1.043, -5.806, 1.099]]}



{"formula": "AlF2N2O7S2", "method": "ωB97M-V with the def2-TZVPD basis set", "s2": 1.644, "spin_multiplicity": 2, "orbital_gap_ev": [2.93, 5.39], "charge": 2, "lumo_energy_ev": [-16.17, -14.29], "species": ["N", "O", "Al", "S", "F", "O", "O", "O", "F", "O", "O", "N", "S", "O"], "coordinates": [[-15.100, 11.219, -8.602], [-14.278, 14.252, -6.320], [-15.920, 11.833, -5.994], [-15.334, 9.822, -9.557], [-13.692, 13.030, -8.884], [-13.482, 16.081, -7.016], [-16.284, 9.938, -10.677], [-14.922, 12.414, -10.813], [-16.231, 9.159, -8.421], [-12.192, 14.540, -6.206], [-14.281, 8.834, -9.756], [-13.325, 14.987, -6.481], [-14.229, 11.717, -9.706], [-12.916, 11.124, -9.987]]}



{"formula": "C4H14N3", "method": "ωB97M-V with the def2-TZVPD basis set", "spin_multiplicity": 1, "relative_energy_kcal_mol": 105.0, "orbital_gap_ev": 10.07, "charge": 1, "lumo_energy_ev": -3.99, "species": ["N", "H", "C", "H", "H", "H", "H", "H", "H", "H", "H", "C", "H", "N", "C", "H", "H", "H", "N", "H", "C"], "coordinates": [[-1.560, 0.924, -0.400], [-1.476, -2.398, -1.513], [1.573, 1.310, 1.647], [1.169, -0.685, -0.562], [3.647, 1.730, 0.813], [1.876, 0.288, 1.777], [-2.302, 1.325, 0.272], [-0.622, 2.084, 1.457], [2.601, 3.130, 0.833], [1.541, 1.723, 2.574], [-0.027, -0.481, -1.600], [-1.908, -2.243, -2.511], [2.464, 1.846, -0.340], [0.446, 0.054, -0.840], [0.161, 1.338, 1.073], [-2.890, -1.861, -2.411], [-1.150, -1.497, -2.889], [-1.634, 0.925, -1.439], [-0.332, 0.738, 0.029], [-1.951, -3.178, -3.073], [2.629, 2.020, 0.673]]}